(1)
{
  "formula": "C31H53N7O2ReSi2",
  "method": "ωB97M-V with the def2-TZVPD basis set",
  "species": ["Re", "C", "N", "C", "C", "N", "C", "C", "C", "C", "C", "C", "C", "C", "C", "N", "C", "N", "C", "C", "N", "C", "C", "C", "N", "C", "C", "H", "H", "H", "H", "H", "H", "H", "H", "H", "H", "H", "H", "H", "H", "H", "H", "H", "H", "H", "H", "H", "H", "H", "H", "H", "H", "H", "H", "H", "H", "C", "Si", "C", "C", "C", "Si", "C", "C", "C", "H", "H", "H", "H", "H", "H", "H", "H", "H", "H", "H", "H", "H", "H", "H", "H", "H", "H", "H", "O", "C", "C", "C", "C", "O", "N", "H", "H", "H", "H"],
  "xyz": [[-0.355, 0.161, 0.461], [-3.738, -0.848, 0.121], [-2.854, -1.775, 0.819], [-3.336, -2.246, 2.114], [-1.761, -2.297, 0.230], [-0.972, -1.454, -0.513], [-0.436, -1.990, -1.720], [-1.298, -2.694, -2.520], [-0.850, -3.318, -3.699], [0.458, -3.199, -4.056], [1.357, -2.414, -3.289], [2.679, -2.233, -3.758], [3.526, -1.391, -3.107], [3.088, -0.716, -1.956], [1.838, -0.921, -1.414], [1.480, -0.157, -0.253], [2.601, 0.235, 0.489], [3.441, -0.703, 0.967], [4.895, -0.552, 0.905], [3.019, -2.080, 1.152], [2.848, 1.519, 0.727], [2.263, 2.600, -0.054], [3.708, 1.982, 1.817], [0.920, -1.779, -2.092], [-1.459, -3.583, 0.392], [-0.105, -4.093, 0.245], [-2.483, -4.609, 0.559], [-4.760, -1.220, 0.207], [-3.474, -0.799, -0.934], [-3.708, 0.148, 0.559], [-3.604, -1.373, 2.710], [-2.544, -2.789, 2.621], [-4.220, -2.876, 2.012], [-2.338, -2.781, -2.231], [-1.544, -3.878, -4.308], [0.830, -3.672, -4.954], [2.983, -2.740, -4.661], [4.522, -1.208, -3.483], [3.749, 0.021, -1.522], [5.171, 0.411, 0.490], [5.283, -1.332, 0.247], [5.346, -0.665, 1.890], [1.977, -2.112, 1.451], [3.625, -2.505, 1.950], [3.174, -2.665, 0.242], [1.642, 2.193, -0.841], [3.063, 3.195, -0.496], [1.672, 3.232, 0.610], [4.674, 2.315, 1.439], [3.856, 1.184, 2.539], [3.212, 2.821, 2.298], [0.602, -3.280, 0.328], [0.021, -4.589, -0.720], [0.075, -4.809, 1.047], [-3.468, -4.189, 0.387], [-2.438, -5.056, 1.552], [-2.303, -5.385, -0.186], [0.496, 1.516, -3.290], [-0.852, 2.355, -2.312], [-2.418, 2.109, -3.295], [-0.391, 4.163, -2.230], [-1.271, 1.569, -0.579], [-2.154, 2.835, 0.644], [-1.311, 4.473, 0.865], [-3.872, 3.076, -0.044], [-2.377, 2.115, 2.372], [0.568, 2.089, -4.215], [0.258, 0.492, -3.562], [1.480, 1.529, -2.832], [-2.292, 2.534, -4.291], [-3.296, 2.574, -2.852], [-2.628, 1.045, -3.421], [0.062, 4.408, -3.192], [0.333, 4.409, -1.456], [-1.249, 4.819, -2.101], [-2.189, 1.017, -0.862], [-1.527, 5.172, 0.062], [-0.231, 4.408, 0.981], [-1.709, 4.892, 1.790], [-3.873, 3.572, -1.012], [-4.427, 3.715, 0.644], [-4.427, 2.145, -0.148], [-1.528, 2.364, 3.001], [-2.548, 1.035, 2.437], [-3.255, 2.591, 2.811], [0.989, 2.798, 3.132], [0.766, 1.645, 3.374], [0.830, 0.940, 4.723], [0.645, -0.547, 4.410], [0.304, -0.510, 2.954], [-0.022, -1.438, 2.176], [0.371, 0.698, 2.412], [0.024, 1.336, 5.342], [1.767, 1.188, 5.220], [-0.150, -1.032, 4.977], [1.549, -1.139, 4.554]],
  "mulliken_spin": [0.692, 0.019, -0.011, 0.006, 0.012, -0.059, 0.008, 0.013, -0.010, 0.009, -0.011, 0.029, -0.010, 0.027, 0.047, 0.057, 0.045, -0.003, 0.002, 0.003, 0.012, 0.038, 0.000, -0.012, -0.005, 0.004, 0.001, 0.000, -0.004, -0.012, 0.000, -0.002, 0.000, 0.001, -0.001, 0.001, 0.000, -0.001, 0.004, 0.000, 0.000, 0.000, -0.004, 0.001, 0.000, -0.010, -0.001, -0.002, 0.000, 0.000, 0.000, 0.000, 0.000, 0.000, -0.001, 0.000, 0.000, -0.006, 0.025, 0.002, 0.005, 0.013, -0.006, -0.002, 0.001, 0.020, -0.001, 0.000, 0.002, 0.000, -0.001, -0.001, 0.000, 0.000, -0.001, 0.011, 0.000, 0.000, 0.000, 0.000, 0.000, -0.001, -0.001, -0.009, 0.001, 0.000, 0.005, -0.001, 0.006, 0.026, 0.022, 0.011, 0.000, 0.000, 0.001, 0.000],
  "e_tot_ev": -65407.4438,
  "s_squared": 0.78,
  "charge": 2,
  "spin_multiplicity": 2,
  "homo_energy_ev": [-12.6, -12.9],
  "e_lumo_ha": [-0.237, -0.223]
}



(2)
{
  "formula": "C48H51BHoN8O6S",
  "method": "ωB97M-V with the def2-TZVPD basis set",
  "species": ["Ho", "C", "C", "C", "C", "N", "N", "B", "N", "N", "C", "C", "C", "C", "C", "C", "C", "C", "C", "C", "N", "N", "C", "C", "C", "C", "C", "C", "C", "C", "C", "C", "C", "C", "C", "C", "C", "C", "H", "H", "H", "H", "H", "H", "H", "H", "H", "H", "H", "H", "H", "H", "H", "H", "H", "H", "H", "H", "H", "H", "H", "H", "H", "H", "H", "H", "C", "C", "C", "O", "C", "O", "O", "H", "H", "H", "H", "H", "H", "H", "S", "C", "C", "C", "C", "C", "C", "H", "H", "H", "H", "H", "C", "C", "C", "C", "C", "C", "O", "N", "C", "O", "N", "C", "O", "H", "H", "H", "H", "H", "H", "H", "H", "H", "H", "H"],
  "xyz": [[0.207, 0.506, 0.556], [-1.711, -4.201, 2.743], [-0.854, -2.953, 2.846], [-0.392, -2.396, 4.052], [0.366, -1.261, 3.664], [0.333, -1.138, 2.305], [-0.360, -2.245, 1.828], [-0.545, -2.413, 0.287], [-1.687, -1.511, -0.196], [-2.091, -0.462, 0.734], [-3.354, -0.185, 0.397], [-3.730, -0.897, -0.783], [-2.577, -1.510, -1.230], [-2.418, -2.136, -2.616], [-4.194, 0.727, 1.194], [-5.509, 0.303, 1.473], [-6.369, 1.087, 2.250], [-5.789, 2.314, 2.777], [-4.494, 2.699, 2.439], [-3.680, 1.972, 1.545], [0.021, -3.529, -0.604], [1.131, -3.248, -1.383], [1.316, -4.320, -2.233], [0.371, -5.302, -1.930], [-0.460, -4.801, -0.892], [-1.678, -5.355, -0.334], [2.351, -4.385, -3.326], [2.856, -5.645, -3.632], [3.839, -5.814, -4.599], [4.281, -4.660, -5.299], [3.756, -3.381, -5.023], [2.825, -3.258, -3.951], [1.387, -0.545, 4.506], [1.600, -0.886, 5.871], [2.650, -0.334, 6.535], [3.381, 0.749, 5.911], [3.087, 1.077, 4.600], [2.233, 0.326, 3.864], [-1.784, -4.583, 3.802], [-1.187, -4.985, 2.133], [-2.646, -3.962, 2.215], [-0.520, -2.746, 5.095], [0.268, -1.574, 0.078], [-4.604, -0.785, -1.357], [-2.815, -1.364, -3.349], [-3.026, -3.039, -2.589], [-1.364, -2.245, -2.838], [-5.931, -0.591, 1.009], [-7.396, 0.816, 2.223], [-6.364, 3.069, 3.361], [-4.045, 3.625, 2.814], [-2.772, 2.357, 1.117], [0.190, -6.245, -2.394], [-1.550, -6.085, 0.478], [-2.269, -5.829, -1.143], [-2.356, -4.564, 0.040], [2.598, -6.535, -3.026], [4.372, -6.812, -4.757], [5.125, -4.773, -5.924], [3.965, -2.449, -5.608], [2.498, -2.244, -3.596], [0.871, -1.630, 6.352], [2.906, -0.625, 7.546], [4.152, 1.327, 6.512], [3.470, 2.003, 4.265], [2.264, 0.363, 2.763], [4.025, -1.046, 0.618], [3.363, -0.168, -0.436], [4.157, -0.186, -1.714], [2.029, -0.674, -0.541], [3.247, 1.262, 0.062], [4.065, 2.154, -0.187], [2.134, 1.444, 0.819], [4.204, -2.037, 0.123], [3.468, -1.101, 1.531], [4.982, -0.554, 0.876], [4.192, -1.164, -2.178], [5.179, 0.237, -1.535], [3.685, 0.454, -2.494], [1.823, -1.467, -1.128], [-0.764, 2.340, 2.961], [0.028, 3.863, 2.876], [0.956, 4.187, 1.853], [1.364, 5.519, 1.643], [0.867, 6.545, 2.410], [0.065, 6.200, 3.550], [-0.314, 4.930, 3.784], [1.266, 3.397, 1.193], [2.078, 5.746, 0.810], [1.004, 7.602, 2.277], [-0.308, 7.052, 4.194], [-0.888, 4.721, 4.690], [1.033, 4.466, -2.194], [-0.516, 4.417, -2.187], [-1.173, 3.117, -2.630], [-2.694, 3.262, -2.550], [-3.489, 2.052, -2.947], [-0.845, 2.705, -4.068], [-1.101, 3.339, -5.054], [-0.081, 1.548, -4.122], [0.044, 0.526, -3.118], [0.506, -0.550, -3.460], [-0.222, 0.921, -1.860], [-0.678, 2.122, -1.561], [-0.814, 2.410, -0.297], [1.430, 5.449, -2.078], [1.470, 4.083, -3.118], [1.520, 3.897, -1.387], [-0.825, 5.177, -2.955], [-0.884, 4.650, -1.215], [-3.008, 4.130, -3.177], [-2.923, 3.558, -1.514], [-3.461, 1.912, -4.004], [-4.499, 2.290, -2.608], [-3.149, 1.103, -2.519], [0.301, 1.277, -5.001]],
  "mulliken_spin": [4.090, 0.000, 0.001, 0.000, -0.001, -0.007, 0.000, -0.031, -0.003, 0.001, 0.000, 0.000, 0.000, 0.000, 0.000, 0.000, 0.000, 0.000, 0.000, -0.001, -0.001, 0.000, 0.000, 0.000, 0.000, 0.000, 0.000, 0.000, 0.000, 0.000, 0.000, 0.000, 0.001, -0.001, 0.000, -0.001, 0.001, 0.001, 0.000, 0.000, 0.000, 0.000, 0.001, 0.000, 0.000, 0.000, 0.000, 0.000, 0.000, 0.000, 0.000, 0.001, 0.000, 0.000, 0.000, 0.000, 0.000, 0.000, 0.000, 0.000, 0.000, 0.000, 0.000, 0.000, 0.000, 0.001, 0.000, 0.001, 0.000, 0.006, 0.001, 0.000, -0.017, 0.000, 0.000, 0.000, 0.000, 0.000, 0.000, -0.001, -0.005, -0.002, -0.001, 0.000, 0.000, 0.000, 0.000, 0.003, 0.000, 0.000, 0.000, 0.000, 0.000, 0.000, -0.001, 0.000, 0.000, 0.000, 0.000, 0.000, 0.000, 0.000, -0.006, -0.014, -0.018, 0.000, 0.000, 0.000, 0.000, 0.000, 0.000, 0.000, 0.000, 0.000, 0.000, 0.000],
  "e_tot_ev": -112126.9219,
  "s_squared": 6.00,
  "charge": -1,
  "spin_multiplicity": 5,
  "homo_energy_ev": [-3.6, -3.7],
  "e_lumo_ha": [0.077, 0.077]
}



(3)
{
  "formula": "C7H10O",
  "method": "ωB97M-V with the def2-TZVPD basis set",
  "species": ["C", "C", "C", "O", "C", "C", "C", "C", "H", "H", "H", "H", "H", "H", "H", "H", "H", "H"],
  "xyz": [[-0.711, -2.087, -0.459], [-0.542, -0.780, -0.334], [-1.471, 0.244, 0.045], [-2.778, -0.054, 0.288], [-0.879, 1.455, 0.161], [0.520, 1.513, -0.366], [0.902, 0.037, -0.426], [1.849, -0.402, 0.678], [0.055, -2.729, -0.865], [-1.622, -2.562, -0.130], [-3.275, 0.765, 0.400], [-1.357, 2.329, 0.579], [1.168, 2.076, 0.310], [0.568, 1.996, -1.345], [1.301, -0.248, -1.400], [1.950, -1.486, 0.693], [1.477, -0.089, 1.652], [2.842, 0.020, 0.518]],
  "mulliken_charge": [-0.957, 0.069, 0.759, -0.548, -0.750, -0.704, 0.167, -1.413, 0.313, 0.315, 0.290, 0.348, 0.345, 0.271, 0.406, 0.388, 0.339, 0.361],
  "e_tot_ev": -9467.4106,
  "charge": 0,
  "homo_energy_ev": -8.1,
  "de_lowest_kj_mol": 111.0,
  "smiles": "C=C1C(O)=CC[C@H]1C",
  "e_lumo_ha": 0.032
}



(4)
{
  "formula": "C2H3N3OS",
  "method": "ωB97M-V with the def2-TZVPD basis set",
  "species": ["O", "C", "N", "N", "N", "C", "S", "H", "H", "H"],
  "xyz": [[-1.008, 2.039, -0.057], [-0.758, 0.609, 0.029], [-1.811, -0.174, 0.136], [-1.367, -1.365, 0.230], [-0.005, -1.407, -0.256], [0.416, -0.186, -0.252], [2.121, 0.186, 0.037], [-1.918, 2.050, 0.049], [-1.981, -2.219, -0.490], [2.353, -1.029, 0.887]],
  "mulliken_charge": [-0.485, 0.588, -0.404, -0.143, -0.456, 0.304, -0.261, 0.340, 0.335, 0.182],
  "e_tot_ev": -19472.1724,
  "charge": 0,
  "homo_energy_ev": -9.3,
  "de_lowest_kj_mol": 281.2,
  "smiles": "Oc1n[nH]nc1S",
  "e_lumo_ha": 0.007
}